This record from the OMol25 dataset describes 2 unconnected molecules or ions with the total composition C2H2BrN. The level of theory is wB97M-V/def2-TZVPD.

Calculated values
E_LUMO (spin up / spin down), eV: -2.447 / -2.447
Orbital gap (spin up / spin down), eV: 7.96 / 7.96
Highest occupied orbital energy (spin up / spin down), eV: -10.40 / -10.40

The geometry in ORCA input format:
```
! RIJCOSX wB97M-V def2-TZVPD def2/J DEFGRID3
* xyz 0 1
C 1.51 -0.17 0.58
C -0.91 -0.09 -0.34
N 2.55 -0.23 1.02
Br -1.20 1.70 -0.63
H -0.65 -0.69 -1.19
H -1.30 -0.52 0.56
*
```

This record from the OMol25 dataset describes a molecular structure, C2H2BrNO2. The level of theory is wB97M-V/def2-TZVPD.

Calculated values
E_LUMO, eV: 0.457
Orbital gap, eV: 10.77
Highest occupied orbital energy, eV: -10.32

The geometry in ORCA input format:
```
! RIJCOSX wB97M-V def2-TZVPD def2/J DEFGRID3
* xyz 0 1
C -0.83 -0.96 0.39
C 0.17 -0.18 0.62
N 0.51 1.05 -0.77
O -0.30 1.06 -1.61
O 1.51 1.63 -0.70
Br 1.47 0.23 1.89
H -1.22 -1.79 0.82
H -1.31 -1.04 -0.65
*
```

This record from the OMol25 dataset describes 2 unconnected molecules or ions with the total composition C2H2BrO3P. The level of theory is wB97M-V/def2-TZVPD.

Calculated values
E_LUMO (spin up / spin down), eV: 5.892 / 5.893
Orbital gap (spin up / spin down), eV: 5.53 / 5.53
Highest occupied orbital energy (spin up / spin down), eV: 0.36 / 0.37

The geometry in ORCA input format:
```
! RIJCOSX wB97M-V def2-TZVPD def2/J DEFGRID3
* xyz -2 1
C -2.05 0.21 -0.30
C -0.06 -0.56 0.19
O 1.53 2.08 0.00
O 2.88 0.08 -0.52
O 0.14 -0.52 1.37
P 1.53 0.75 -0.74
Br 0.45 -2.32 -0.70
H -1.91 0.95 0.52
H -2.51 -0.68 0.18
*
```

This record from the OMol25 dataset describes a molecular structure, C2H2CaFO. The level of theory is wB97M-V/def2-TZVPD.

Calculated values
E_LUMO (spin up / spin down), eV: -6.174 / -6.174
Orbital gap (spin up / spin down), eV: 5.31 / 5.31
Highest occupied orbital energy (spin up / spin down), eV: -11.48 / -11.48

The geometry in ORCA input format:
```
! RIJCOSX wB97M-V def2-TZVPD def2/J DEFGRID3
* xyz 1 1
C -0.46 -0.24 -0.09
C 0.80 -0.65 0.21
F -1.15 -0.97 -1.01
O -0.42 1.03 -0.40
H 1.26 -1.46 -0.37
H 1.36 -0.18 1.02
Ca -1.39 2.47 0.64
*
```

How do the records compare in energy relative to the best compared isomer or geometry (same formula, charge and spin)? In the order shown, they have 359.98; 448.54; 375.17; 297.55 kJ/mol.